# 1
Below is a structure of composition C45H35As2I2N4O4S3Y, with properties calculated with ωB97M-V with the def2-TZVPD basis set.

Properties
Energy relative to the best compared isomer or geometry (same formula, charge and spin): 0.0 kcal per mole
LUMO: -1.16 eV
E_HOMO: -0.2727 Eh
Electronic energy: -232813.7435 eV
HOMO-LUMO gap: 6.3 eV

Structure (XYZ):
```
96
C45H35As2I2N4O4S3Y ωB97M-V with the def2-TZVPD basis set
Y 14.47591 14.42420 12.23533
I 11.10494 10.67820 13.16817
C 10.62673 12.62129 13.18696
C 9.31164 13.06604 13.23312
C 8.99127 14.35474 12.73057
I 6.98538 14.33122 12.08804
C 10.01880 15.35472 12.57732
C 9.83551 16.74416 12.36697
C 10.93717 17.56306 12.19767
C 12.21426 16.99967 12.19008
N 12.42576 15.69072 12.38491
C 11.37093 14.89511 12.67281
C 11.67563 13.53854 13.02733
O 12.92605 13.21455 13.20554
H 8.48882 12.43957 13.57010
H 8.80717 17.12475 12.41245
H 10.84494 18.62778 12.00058
H 13.07147 17.61331 11.96366
N 15.81808 15.64740 16.31538
C 15.08375 14.54724 16.80980
C 14.78529 14.20441 18.11138
C 14.03866 13.05588 18.31661
C 13.60567 12.25440 17.25553
C 13.98270 12.56584 15.88500
C 14.72354 13.74104 15.70385
N 15.10121 14.45502 14.51199
C 15.69974 15.59351 14.94585
C 16.15815 16.69462 14.07888
C 16.71536 17.95866 14.32875
S 16.94957 18.91527 12.87707
C 16.27207 17.59207 12.00502
N 15.89021 16.55992 12.71258
H 16.14361 16.46639 16.83347
H 15.19523 14.77105 18.97329
H 13.72491 12.77389 19.31344
H 12.99684 11.38794 17.46825
H 13.66089 12.00463 15.03269
H 17.08974 18.36068 15.26233
H 16.24716 17.58747 10.93831
C 18.49440 10.51627 11.86684
C 19.54734 11.56941 12.11670
As 18.78917 13.46297 12.10637
C 20.19170 14.26250 13.20010
C 19.72560 15.02329 14.26138
C 20.52259 15.97212 14.90929
C 21.90246 16.05644 14.54390
C 22.33388 15.29576 13.44384
C 21.51967 14.39069 12.81717
C 19.43584 14.00879 10.32836
C 19.19174 13.20769 9.18789
C 19.73021 13.54984 7.96491
C 20.35717 14.82196 7.83024
C 20.42810 15.70222 8.90244
C 19.92860 15.30589 10.12304
As 16.66508 10.88744 12.83606
C 15.70434 9.45802 11.94287
C 16.18573 8.17496 11.99076
C 15.52064 7.12273 11.36078
C 14.32148 7.38481 10.64678
C 13.90560 8.74241 10.54516
C 14.54243 9.76731 11.22655
C 16.82051 9.80336 14.46017
C 15.68798 9.19140 14.97029
C 15.64533 8.67764 16.25655
C 16.73116 8.90088 17.10555
C 17.87033 9.55687 16.64967
C 17.92576 9.97621 15.32529
H 18.77788 9.50546 12.25195
H 18.14841 10.46892 10.81885
H 20.31648 11.57641 11.33311
H 19.95668 11.58070 13.15632
H 18.72545 14.85344 14.62084
H 20.09498 16.57282 15.71415
H 22.56323 16.72375 15.13572
H 23.40708 15.37444 13.11648
H 21.95726 13.77499 12.00590
H 18.56150 12.33286 9.33883
H 19.75711 12.92994 7.07676
H 20.83544 15.06618 6.86399
H 20.79843 16.71637 8.78010
H 20.04608 15.94659 11.01260
H 17.12140 7.96742 12.55779
H 15.89023 6.07763 11.33474
H 13.71361 6.53214 10.25249
H 13.04406 8.99559 9.95553
H 14.15070 10.75714 11.22128
H 14.78084 9.07170 14.36880
H 14.77768 8.11007 16.58241
H 16.79774 8.47148 18.11568
H 18.75305 9.72591 17.31087
H 18.83015 10.41216 14.89360
O 16.22449 13.13097 10.28420
S 14.93981 13.43971 9.63186
O 14.83288 12.94880 8.28639
O 13.89869 12.97388 10.62368
S 14.85206 15.61133 9.80992
```

These are the Mulliken partial charges, in e, on atoms 1 to 2: atom 1 (Y): 0.667, atom 2 (I): 0.115

---

# 2
Below is a structure of composition C45H36AsCoGeN3O3S2, with properties calculated with ωB97M-V with the def2-TZVPD basis set.

Properties
Energy relative to the best compared isomer or geometry (same formula, charge and spin): 38.7 kcal per mole
⟨S²⟩: 6.040
LUMO (spin up / spin down): 2.53 / 2.49 eV
E_HOMO (spin up / spin down): -0.1579 / -0.1768 Eh
Electronic energy: -234512.9777 eV
HOMO-LUMO gap (spin up / spin down): 6.8 / 7.3 eV
Total charge: -1
2S+1: 5

Structure (XYZ):
```
92
C45H36AsCoGeN3O3S2 ωB97M-V with the def2-TZVPD basis set
Co -0.13485 -0.45893 1.65176
C 3.33563 4.41408 2.23144
C 2.91476 3.45899 3.14340
C 2.50914 2.21338 2.70025
C 2.52908 1.89755 1.34521
C 2.93381 2.86854 0.43839
C 3.33595 4.11804 0.87919
As 2.02564 0.05291 0.83828
C 2.77561 0.07256 -0.93574
C 2.15367 0.48701 -2.09815
C 2.83692 0.42682 -3.30260
C 4.13876 -0.04790 -3.33996
C 4.76814 -0.46383 -2.17962
C 4.09442 -0.41124 -0.96539
C 4.62823 -0.81699 0.33128
C 5.90173 -1.31084 0.58618
C 6.27084 -1.64528 1.87745
C 5.37415 -1.50743 2.92636
C 4.09770 -1.02450 2.68499
C 3.73258 -0.66602 1.40188
H 3.65914 5.38772 2.57361
H 2.90993 3.68857 4.20025
H 2.16857 1.46193 3.40926
H 2.93528 2.64081 -0.62189
H 3.66009 4.86143 0.16380
H 1.13219 0.84964 -2.05197
H 2.35489 0.75239 -4.21423
H 4.66933 -0.09446 -4.28194
H 5.78582 -0.82563 -2.22282
H 6.61350 -1.43162 -0.21865
H 7.26644 -2.02271 2.07004
H 5.67330 -1.77764 3.93001
H 3.37832 -0.93007 3.49245
C -0.90914 0.31384 0.15031
Ge -2.45038 1.00530 -0.68927
C -3.79070 -0.38991 -1.21937
C -5.14155 -0.14036 -1.41072
C -5.98959 -1.13648 -1.86475
C -5.49014 -2.39317 -2.15941
C -4.14295 -2.65482 -1.97181
C -3.30650 -1.66223 -1.49441
C -1.91837 1.84197 -2.42884
C -1.18633 1.05737 -3.31171
C -0.70103 1.57723 -4.49700
C -0.94267 2.90200 -4.82037
C -1.68779 3.68914 -3.95965
C -2.17480 3.16025 -2.77665
C -3.28523 2.49376 0.37720
C -4.51167 2.43094 1.03098
C -4.94935 3.47403 1.82961
C -4.15997 4.59754 2.00691
C -2.91237 4.65565 1.40395
C -2.48402 3.61142 0.60628
H -5.54236 0.84554 -1.21423
H -7.04406 -0.92843 -1.99658
H -6.15065 -3.16493 -2.53400
H -3.74342 -3.63368 -2.20035
H -2.25788 -1.86909 -1.32393
H -0.99144 0.02381 -3.05442
H -0.12750 0.95018 -5.16592
H -0.54955 3.32098 -5.73742
H -1.88453 4.72376 -4.20808
H -2.76263 3.78477 -2.11571
H -5.14506 1.56154 0.90571
H -5.91338 3.41310 2.31764
H -4.50753 5.41941 2.61853
H -2.27374 5.51500 1.55682
H -1.50520 3.64957 0.14207
N -1.37821 1.72013 3.10350
C -1.48925 0.34017 2.95038
N -2.77979 -0.11337 2.79791
S -0.39329 -0.62055 3.91257
H -1.92444 2.27532 2.45675
H -0.43222 2.05285 3.22829
H -3.38446 0.47475 2.24077
H -2.83917 -1.10913 2.57251
O 1.83405 -2.51809 -0.07939
C 0.94016 -3.10778 0.54407
N 0.10598 -2.47385 1.35609
S -0.82078 -3.04575 2.57296
O -2.20243 -2.71743 2.24268
O -0.70293 -4.76735 2.26962
C -0.13292 -5.29434 1.18158
C -0.36132 -6.64765 0.91214
C 0.27188 -7.26181 -0.14902
C 1.11303 -6.54040 -0.98382
C 1.32273 -5.19889 -0.73817
C 0.72168 -4.56469 0.34522
H -1.03065 -7.19836 1.55659
H 0.11408 -8.31660 -0.32432
H 1.59692 -7.02410 -1.82099
H 1.95612 -4.60538 -1.38184
```

These are the Mulliken partial charges, in e, on atoms 1 to 2: atom 1 (Co): -0.611, atom 2 (C): -0.532

---

# 3
Below is a structure of composition C45H36N5O2Pt, with properties calculated with ωB97M-V with the def2-TZVPD basis set.

Properties
⟨S²⟩: 6.066
LUMO (spin up / spin down): -3.09 / -4.50 eV
E_HOMO (spin up / spin down): -0.3593 / -0.3985 Eh
Electronic energy: -62027.9620 eV
HOMO-LUMO gap (spin up / spin down): 6.7 / 6.3 eV
Total charge: +1
2S+1: 5

Structure (XYZ):
```
89
C45H36N5O2Pt ωB97M-V with the def2-TZVPD basis set
Pt -0.15891 -0.57222 -0.00370
O 1.73118 -1.02279 0.89294
C 1.42734 -1.81555 2.07040
C 1.19672 -0.92432 3.22991
C 0.17714 0.17711 3.09562
C -0.13003 0.99689 4.19103
C -1.10902 1.95125 4.08316
C -1.77983 2.15345 2.88898
C -1.39656 1.35516 1.82456
C -2.09783 1.63727 0.50471
C -1.35100 2.72286 -0.41975
O 0.03721 2.45573 -0.44037
C -1.88184 2.63847 -1.87129
C -2.83588 1.75965 -2.31263
C -3.32613 1.89168 -3.62656
C -2.81323 2.87834 -4.45664
C -1.74546 3.64969 -4.03042
C -1.31355 3.53791 -2.74014
C -1.49828 4.12581 0.08102
C -2.77367 4.56831 0.26481
C -3.03698 5.84657 0.62834
C -1.93853 6.62608 0.83878
C -0.58981 6.18959 0.74096
C -0.35933 4.92362 0.28956
N -0.49905 0.37317 1.92197
C 2.64539 -2.65688 2.33454
C 2.70064 -3.52963 3.42932
C 3.91378 -4.09620 3.84955
C 5.05693 -3.84094 3.11340
C 5.00575 -3.03329 1.97556
C 3.80222 -2.45278 1.61248
C 0.26158 -2.78957 1.68153
C 0.57484 -3.83088 0.85587
C -0.37846 -4.78972 0.48884
C -1.65963 -4.78804 1.06970
C -1.96280 -3.75452 1.97132
C -1.02774 -2.70956 2.20961
H 2.11865 -0.40771 3.49230
H 0.87550 -1.55269 4.07826
H 0.49301 0.84227 5.07646
H -1.35412 2.52978 4.93634
H -2.46673 2.99838 2.81306
H -3.06336 2.11660 0.75757
H -2.36787 0.67038 0.02507
H -3.21669 0.94816 -1.66763
H -4.07414 1.22597 -4.00858
H -3.16340 2.93110 -5.46874
H -1.19060 4.26241 -4.74924
H -0.53873 4.17987 -2.37346
H -3.60767 3.92558 0.01715
H -4.03243 6.18279 0.69661
H -2.04645 7.66421 1.00770
H 0.15742 6.90783 0.84456
H 0.64694 4.43409 0.16383
H 1.80607 -3.71529 3.99251
H 4.03437 -4.67871 4.78763
H 5.98483 -4.29493 3.42605
H 5.86319 -2.86580 1.43566
H 3.75576 -1.87634 0.64413
H 1.57340 -4.09702 0.53926
H -0.10001 -5.50504 -0.24578
H -2.40409 -5.57579 0.82742
H -2.98026 -3.64625 2.33513
H -1.33505 -1.97608 2.95097
C -2.12011 -4.68038 -3.74796
C -1.24686 -3.90916 -4.48875
C -0.68351 -2.79701 -3.77829
C -1.00470 -2.45383 -2.46417
C -1.93203 -3.26184 -1.74204
C -2.45632 -4.41412 -2.38386
N -0.28990 -1.52738 -1.82049
N 0.43814 -0.54809 -2.47591
C 2.42628 0.24667 -1.93675
C 3.88349 0.29997 -2.27159
C 4.59860 1.35818 -1.86445
C 3.95485 2.42883 -1.19799
C 2.60485 2.44411 -1.01037
N 1.75992 1.26495 -1.26942
H -2.64517 -5.53847 -4.18066
H -1.10213 -4.21291 -5.54173
H 0.06953 -2.13828 -4.19886
H -2.18463 -2.99540 -0.74860
H -3.03688 -5.12402 -1.79509
H 4.32434 -0.56924 -2.75624
H 5.61282 1.47078 -2.14015
H 4.51920 3.31985 -0.91428
H 2.07149 3.32757 -0.68431
N 1.75008 -0.73372 -2.36345
C 0.45397 1.26344 -0.79579
```

These are the Mulliken partial charges, in e, on atoms 1 to 2: atom 1 (Pt): 2.195, atom 2 (O): -0.898

---

# 4
Below is a structure of composition C45H37AsF5IrN2O2P, with properties calculated with ωB97M-V with the def2-TZVPD basis set.

Properties
Energy relative to the best compared isomer or geometry (same formula, charge and spin): 0.0 kcal per mole
LUMO: -2.77 eV
E_HOMO: -0.3848 Eh
Electronic energy: -140893.1779 eV
HOMO-LUMO gap: 7.7 eV
Total charge: +1

Structure (XYZ):
```
94
C45H37AsF5IrN2O2P ωB97M-V with the def2-TZVPD basis set
Ir -2.24173 -0.20781 0.29902
F -2.18227 3.15637 4.50386
C -1.96537 1.92369 4.03656
C -2.15973 1.67790 2.68922
C -1.93232 0.40718 2.18930
C -1.52417 -0.61565 3.06210
C -1.34957 -0.31289 4.41064
F -0.97123 -1.27256 5.27251
C -1.55297 0.94817 4.92598
C -1.38134 -1.94221 2.46493
C -0.93207 -3.11938 3.06038
C -0.90427 -4.28801 2.31982
C -1.31679 -4.28255 0.99212
C -1.72304 -3.08817 0.44251
N -1.74836 -1.96406 1.16678
H -2.48242 2.49215 2.05067
H -1.41094 1.15936 5.97578
H -0.62648 -3.11191 4.09278
H -0.55991 -5.20555 2.77900
H -1.30795 -5.17624 0.38563
H -2.04107 -2.99157 -0.58727
F -9.29823 0.00156 0.66811
C -8.58959 -1.10057 0.92620
F -8.94203 -2.03871 0.03498
F -8.93992 -1.54514 2.14001
C -7.10380 -0.84432 0.85880
C -6.22826 -1.87812 1.15189
C -4.87415 -1.63561 1.06315
N -4.38103 -0.44342 0.70663
C -5.22733 0.55273 0.44355
C -6.60048 0.39367 0.51123
H -6.58858 -2.85590 1.44141
H -4.15834 -2.41137 1.29127
H -4.78641 1.50109 0.16788
H -7.25370 1.22544 0.29096
C 0.99219 0.53905 1.25481
C 2.38281 1.16221 1.05963
As 3.90515 -0.01119 0.57292
C 4.04443 0.35266 -1.34879
C 4.00656 -0.71111 -2.24658
C 4.15327 -0.48936 -3.61274
C 4.35089 0.79962 -4.08687
C 4.39662 1.86574 -3.19513
C 4.24382 1.64318 -1.83474
C 5.36875 1.15916 1.11039
C 6.64824 0.65331 0.89194
C 7.76972 1.40038 1.21778
C 7.62254 2.66453 1.77718
C 6.35290 3.17292 2.00052
C 5.22893 2.42484 1.66555
P -0.03498 0.12863 -0.20128
C 0.20306 1.47570 -1.35651
C 0.73533 1.33059 -2.62921
C 0.80219 2.43374 -3.47363
C 0.37773 3.67845 -3.03619
C -0.12389 3.83001 -1.74558
C -0.22420 2.72903 -0.91646
C 0.60986 -1.43099 -0.85415
C 0.31188 -1.79493 -2.16851
C 0.71151 -3.02700 -2.66017
C 1.38348 -3.92209 -1.83535
C 1.64722 -3.58347 -0.51712
C 1.26190 -2.34227 -0.02695
H 0.36587 1.27649 1.76150
H 1.01803 -0.31733 1.93036
H 2.66869 1.55065 2.04013
H 2.32797 2.01571 0.37972
H 3.87100 -1.72184 -1.88067
H 4.13108 -1.32553 -4.30146
H 4.48414 0.97360 -5.14761
H 4.56172 2.87183 -3.56063
H 4.30318 2.47872 -1.14619
H 6.77229 -0.33396 0.45989
H 8.75768 0.99503 1.04074
H 8.49560 3.24919 2.03658
H 6.23052 4.15756 2.43409
H 4.24940 2.85522 1.83882
H 1.12067 0.37281 -2.97141
H 1.21052 2.31357 -4.46813
H 0.43820 4.53418 -3.69618
H -0.45205 4.80036 -1.39678
H -0.65014 2.84323 0.07759
H -0.23097 -1.11135 -2.81220
H 0.49739 -3.29078 -3.68837
H 1.69981 -4.88208 -2.22377
H 2.16696 -4.27694 0.13208
H 1.48570 -2.09323 0.99865
C -3.54807 0.53247 -3.46098
C -3.10211 0.25707 -2.06464
O -2.86050 -0.91802 -1.67194
O -2.92571 1.19827 -1.23695
H -4.37417 -0.12698 -3.72305
H -2.72082 0.30929 -4.13655
H -3.83401 1.57391 -3.57581
```

These are the Mulliken partial charges, in e, on atoms 1 to 2: atom 1 (Ir): 0.940, atom 2 (F): -0.342

---

Record order is preserved below.
Max |F|: 0.0524 0.0364 0.0809 0.0186 Eh/bohr